i:
This record from the Open Molecules 2025 dataset describes a 2-piece molecular cluster, C5H12N2O3 overall. The level of theory is ωB97M-V/def2-TZVPD.

Calculated values
Kohn-Sham gap: 7.78 eV

Geometry (Å):
C: -1.833 -0.628 -1.181
O: -0.688 1.554 -1.252
C: 1.538 -1.158 0.631
H: -2.639 -0.301 -1.844
O: 1.184 0.220 -1.907
C: -1.480 0.533 -0.313
H: 1.385 -1.812 -0.231
H: 1.241 2.042 0.624
H: 0.459 0.513 1.562
H: -0.313 -1.944 2.091
H: -0.748 2.421 -0.816
C: 0.818 0.914 -1.011
H: -2.172 -1.440 -0.545
H: -0.986 -0.950 -1.780
O: -2.101 1.073 0.559
H: 1.804 -1.792 1.488
C: 0.283 -0.362 0.918
H: 2.402 -0.532 0.416
N: 1.516 1.904 -0.340
N: -0.708 -1.259 1.457
H: 2.514 1.780 -0.436
H: -1.474 -0.777 1.909


ii:
This record from the Open Molecules 2025 dataset describes a 2-piece molecular cluster, C5H12N2O3 overall. The level of theory is ωB97M-V/def2-TZVPD.

Calculated values
Kohn-Sham gap: 9.10 eV

Geometry (Å):
C: 2.633 0.396 0.605
N: -0.723 -0.168 0.565
H: -2.637 -1.363 -0.689
H: 2.746 1.181 1.361
H: -3.013 0.298 -1.591
H: -3.212 -0.213 1.659
H: 3.569 -0.343 -1.118
C: 3.794 0.435 -0.447
O: 1.034 -2.184 -0.148
H: -0.005 -1.248 -1.683
O: 1.401 0.635 -0.102
C: -3.749 -0.037 0.643
H: 2.453 -0.622 0.976
H: -0.230 1.657 0.653
H: 4.694 0.334 0.085
H: -4.081 0.893 0.655
C: 0.334 -1.375 -0.645
N: 0.335 0.751 0.858
O: -1.503 0.456 -0.449
C: -2.767 -0.207 -0.650
H: -4.651 -0.618 0.564
H: 3.578 1.343 -1.104


Which of them is most stable, and which least? Most stable: i; least stable: ii.


i:
This record from the Open Molecules 2025 dataset describes an isolated ion of composition C4H7N2O2 and charge +1. The level of theory is ωB97M-V/def2-TZVPD.

Calculated values
Kohn-Sham gap: 9.42 eV
Net charge: +1
SMILES: Cc1[nH]c(=O)o[n+]1C

Geometry (Å):
H: 1.666 1.546 -0.986
H: 1.315 -1.349 -0.863
H: 1.112 -2.301 0.750
H: 0.124 -2.727 -0.618
C: -2.278 0.168 0.135
N: -0.213 -0.791 0.326
H: -1.346 2.207 -0.154
O: -1.534 -0.925 0.365
C: 0.639 -1.868 -0.114
N: -1.197 1.267 -0.012
H: 1.700 2.053 0.709
C: 0.025 0.759 -0.001
H: 2.036 0.360 0.227
C: 1.382 1.239 0.087
O: -3.432 0.362 0.151


ii:
This record from the Open Molecules 2025 dataset describes an isolated ion of composition C4H7N2O2 and charge +1. The level of theory is ωB97M-V/def2-TZVPD.

Calculated values
Kohn-Sham gap (spin up / spin down): 8.76 / 8.50 eV
Net charge: +1

Geometry (Å):
O: 3.223 -1.288 0.142
C: 0.397 -1.991 -0.154
H: 1.060 -2.277 -0.905
H: -0.610 -1.918 -0.299
C: -0.908 1.372 0.186
H: 0.678 -2.548 0.777
H: -0.787 1.633 1.244
N: 0.173 0.479 0.111
O: 2.862 0.951 -0.157
H: -1.968 0.772 0.104
H: -0.949 2.097 -0.674
N: 2.025 1.942 0.014
H: 1.689 2.369 -0.839
C: 2.565 -0.307 0.086
C: 0.789 -0.556 0.113


iii:
This record from the Open Molecules 2025 dataset describes an isolated ion of composition C4H7N2O2 and charge +1. The level of theory is ωB97M-V/def2-TZVPD.

Calculated values
Kohn-Sham gap: 10.99 eV
Net charge: +1
SMILES: CC1=[NH+][C@]2(CO2)ON1

Geometry (Å):
H: 2.586 -0.162 1.390
N: 0.470 1.402 0.009
O: -0.895 1.419 -0.146
C: 2.378 -0.116 0.318
H: 2.625 -1.085 -0.108
H: 3.017 0.650 -0.111
H: 0.896 2.311 0.133
C: -1.298 -0.063 -0.035
C: -2.575 -0.501 -0.566
H: -2.698 -1.517 -0.919
N: -0.020 -0.701 -0.013
H: -3.251 0.253 -0.948
C: 0.961 0.194 0.109
O: -2.270 -0.379 0.829
H: 0.073 -1.705 0.058


Which of them is most stable, and which least? Most stable: iii; least stable: ii.


i:
This record from the Open Molecules 2025 dataset describes an isolated ion of composition C7H16N3 and charge +1. The level of theory is ωB97M-V/def2-TZVPD.

Calculated values
Kohn-Sham gap: 8.75 eV
Net charge: +1
SMILES: [H]/N=C1/CCNC(C)(C)C[NH2+]1

Geometry (Å):
H: -2.517 -1.797 0.848
H: 2.891 -0.602 0.827
H: 2.740 -0.232 -0.988
H: -1.852 0.683 -1.931
H: 1.478 0.729 2.266
C: 0.168 0.750 -1.068
H: -0.150 -1.941 -1.206
H: -2.438 -1.658 -1.070
C: 0.878 0.155 0.268
H: 1.324 -1.645 1.019
C: -1.949 -1.407 -0.139
H: 0.692 2.013 1.332
C: -2.126 0.102 0.014
N: -1.354 1.005 -1.042
H: -3.014 1.483 1.280
H: -1.541 2.115 -1.022
H: -0.401 -2.931 0.268
H: 2.858 1.111 0.148
N: 0.456 -1.213 0.663
N: -2.778 0.524 0.932
C: -0.487 -1.897 -0.170
H: 0.513 1.882 -1.169
C: 0.604 0.953 1.516
H: -0.376 0.821 1.857
H: 0.517 0.028 -1.897
C: 2.458 0.187 -0.017


ii:
This record from the Open Molecules 2025 dataset describes a 2-piece molecular cluster, C7H16N3 overall. The level of theory is ωB97M-V/def2-TZVPD.

Calculated values
Kohn-Sham gap (spin up / spin down): 8.32 / 8.31 eV
Net charge: +1

Geometry (Å):
C: -0.966 0.767 -1.158
N: -0.292 -0.577 1.977
N: -0.597 -0.313 -0.617
H: -2.934 -0.048 -2.704
C: 0.793 -0.436 2.623
H: -0.295 -1.465 -2.365
C: -2.255 0.673 -3.126
C: 2.050 -0.138 1.884
H: 1.882 -0.061 0.814
H: -0.651 3.007 -2.829
C: 0.896 -0.555 4.107
C: -0.275 2.003 -3.030
H: -0.481 -0.362 0.499
H: 2.480 0.793 2.250
H: 0.702 1.903 -2.562
H: -2.512 1.155 -4.053
H: -1.111 -0.776 2.545
C: -0.277 -1.563 -1.280
H: -0.997 -2.321 -0.972
H: -0.183 1.869 -4.106
H: 2.776 -0.929 2.081
H: 0.427 -1.480 4.448
H: 0.711 -1.891 -0.960
H: 0.361 0.272 4.576
H: 1.929 -0.533 4.444
N: -1.183 1.006 -2.486


Which of them is most stable, and which least? Most stable: ii; least stable: i.


i:
This record from the Open Molecules 2025 dataset describes C2H3FSi as an isolated structure. The level of theory is ωB97M-V/def2-TZVPD.

Calculated values
Kohn-Sham gap: 8.09 eV

Geometry (Å):
Si: 0.207 -0.747 -0.840
C: -0.765 0.950 0.443
H: 0.455 -0.751 -2.269
C: 0.422 0.312 0.704
H: -0.245 -2.060 -0.748
F: -1.429 1.825 1.277
H: 1.355 0.471 1.434


ii:
This record from the Open Molecules 2025 dataset describes C2H3FSi as an isolated structure. The level of theory is ωB97M-V/def2-TZVPD.

Calculated values
Kohn-Sham gap: 9.53 eV

Geometry (Å):
H: 0.322 -2.017 0.110
F: 2.587 0.190 0.108
C: 0.182 -0.995 0.053
C: 0.914 0.070 -0.006
H: -1.097 1.202 -1.278
H: -2.057 0.822 0.901
Si: -0.851 0.729 0.112


Which of them is most stable, and which least? Most stable: ii; least stable: i.


i:
This record from the Open Molecules 2025 dataset describes an isolated ion of composition C5H6F2N and charge +1. The level of theory is ωB97M-V/def2-TZVPD.

Calculated values
Kohn-Sham gap: 8.29 eV
Net charge: +1
SMILES: C=C/C=C\C=[N+](F)F

Geometry (Å):
C: 1.118 -0.537 -0.698
N: 1.102 0.619 -1.297
H: -1.882 0.984 1.599
C: -1.281 0.362 1.003
F: 0.583 1.741 -0.878
H: -0.118 -0.805 2.505
F: 1.614 0.846 -2.477
C: 0.875 -0.872 0.743
H: -1.088 -0.309 -1.004
H: 1.345 -1.491 -1.254
H: 1.641 -1.559 1.261
H: -2.255 1.106 -0.719
C: -0.176 -0.517 1.523
C: -1.480 0.430 -0.307


ii:
This record from the Open Molecules 2025 dataset describes an isolated ion of composition C5H6F2N and charge +1. The level of theory is ωB97M-V/def2-TZVPD.

Calculated values
Kohn-Sham gap: 10.09 eV
Net charge: +1
SMILES: CC1=[N+](F)CC=C1F

Geometry (Å):
C: 0.955 1.119 0.882
N: 0.646 -0.664 -0.372
F: -1.344 1.621 1.070
H: 2.619 -0.348 0.614
H: -2.267 -0.465 -1.471
H: 2.160 0.713 -0.751
C: -0.311 0.954 0.608
H: 1.423 2.004 1.370
C: -1.803 -0.836 -0.510
F: 0.985 -1.820 -1.114
C: 1.696 0.127 0.093
H: -1.830 -1.892 -0.470
C: -0.522 -0.219 -0.223
H: -2.408 -0.294 0.273


Which of them is most stable, and which least? Most stable: ii; least stable: i.


i:
This record from the Open Molecules 2025 dataset describes one molecule with the formula C16H19N3O. The level of theory is ωB97M-V/def2-TZVPD.

Calculated values
Kohn-Sham gap: 9.23 eV
SMILES: C/C(=C\c1ccccc1)C(=O)NCCCn1ccnc1

Geometry (Å):
H: -4.297 -1.452 0.915
N: 6.883 0.895 1.073
H: -6.565 2.588 -0.766
C: -2.745 0.037 -0.759
H: 4.162 -0.493 -1.863
H: 4.879 1.978 -1.289
C: 2.917 -0.522 -0.098
H: 3.035 -0.710 0.972
H: 6.900 2.886 0.348
N: 5.267 0.158 -0.238
C: 6.457 1.913 0.281
C: 4.267 -0.709 -0.796
H: -1.709 -1.619 1.722
C: 6.153 -0.133 0.744
H: -4.268 2.076 -1.491
H: -0.855 -0.079 1.918
C: -6.716 0.867 0.499
C: 1.857 -1.461 -0.681
C: -0.423 -0.579 -0.778
C: -4.776 1.422 -0.797
C: 5.454 1.479 -0.536
H: -2.616 -0.114 1.876
O: -0.273 -0.225 -1.934
C: -1.718 -0.561 1.457
H: -2.556 0.221 -1.811
H: 1.751 -1.281 -1.754
H: 2.149 -2.505 -0.520
H: 6.237 -1.109 1.180
C: -6.063 1.709 -0.388
N: 0.559 -1.230 -0.101
H: -6.584 -0.937 1.643
C: -4.778 -0.548 0.572
C: -4.106 0.300 -0.307
C: -1.696 -0.368 -0.030
H: 2.584 0.510 -0.226
C: -6.073 -0.266 0.967
H: 4.604 -1.744 -0.682
H: -7.725 1.088 0.815
H: 0.427 -1.481 0.864


ii:
This record from the Open Molecules 2025 dataset describes one molecule with the formula C16H19N3O. The level of theory is ωB97M-V/def2-TZVPD.

Calculated values
Kohn-Sham gap: 8.48 eV
SMILES: Cc1cc(C)n(C[C@@H](O)Cn2ccc3ccccc32)n1

Geometry (Å):
H: 0.129 -1.321 -1.405
H: 1.048 1.889 0.681
H: 5.109 3.170 1.045
H: 5.919 1.127 -0.083
H: -2.679 1.867 2.102
C: -2.617 1.963 1.018
H: -4.344 -1.512 -2.811
O: -0.332 -2.758 0.516
C: 2.552 0.564 -0.126
N: 1.863 -0.497 -0.647
C: -1.087 -0.669 1.480
H: -0.724 0.298 1.829
H: 2.721 3.538 1.418
H: 0.912 -1.475 1.415
H: -4.028 -2.907 -1.761
H: -1.403 -1.266 2.343
H: -1.621 2.328 0.763
C: 3.042 2.634 0.921
H: 4.939 -1.402 -1.319
C: 0.449 -0.705 -0.561
N: -2.204 -0.467 0.597
C: 2.768 -1.388 -1.156
H: -5.479 -1.917 -1.523
C: -3.668 -1.029 -0.854
H: -3.343 2.703 0.693
C: 4.406 2.423 0.708
N: -2.665 -1.495 -0.129
C: 3.935 0.337 -0.345
C: -3.859 0.337 -0.584
H: -4.595 0.985 -1.013
H: 2.426 -2.304 -1.599
C: 4.863 1.286 0.080
C: 2.101 1.714 0.511
C: 4.036 -0.919 -1.004
C: 0.038 -1.433 0.753
H: -0.051 0.264 -0.636
H: -1.229 -2.735 0.127
C: -2.902 0.667 0.352
C: -4.424 -1.896 -1.794


Which of them is most stable, and which least? Most stable: i; least stable: ii.


i:
This record from the Open Molecules 2025 dataset describes one molecule with the formula C24H25N3O6S. The level of theory is ωB97M-V/def2-TZVPD.

Calculated values
Kohn-Sham gap: 8.84 eV
SMILES: CCOC(=O)CC(=O)CSc1nc2ccccc2c(=O)n1-c1ccc(C(=O)NCCOC)cc1

Geometry (Å):
C: -3.210 3.818 -0.305
C: 0.727 -0.371 -0.163
H: -3.793 -1.351 1.924
C: -5.470 3.173 0.182
C: 2.575 0.826 1.534
H: -3.157 -2.487 3.141
H: 6.879 -0.976 0.748
H: -2.721 -4.317 -0.591
H: 2.384 -1.528 -0.878
H: -3.804 -1.047 -3.067
N: 5.329 0.354 0.780
H: -6.296 -1.209 -1.296
O: -4.040 -2.573 -1.697
H: 8.687 -1.354 -1.758
H: 0.921 1.968 2.280
C: 9.189 -0.790 -0.964
H: -5.991 0.042 -2.512
H: 5.032 1.315 0.830
C: -3.334 -3.296 1.171
C: -2.007 0.200 1.207
H: 7.290 0.625 1.426
H: 10.241 -0.669 -1.214
O: -0.443 3.022 -0.163
O: 8.660 0.511 -0.855
C: -2.940 -2.238 -1.041
H: -5.740 1.245 1.086
H: 9.105 -1.346 -0.025
C: -3.058 -2.147 2.111
H: 7.003 1.618 -0.888
H: -2.479 4.518 -0.681
O: -4.193 -4.097 1.425
C: 1.247 1.206 1.588
O: 4.705 -1.761 0.283
H: -0.006 -0.810 -0.822
C: -1.331 2.296 0.226
H: -5.169 -2.181 -3.314
H: 6.780 -0.034 -1.524
H: -1.457 -3.252 0.123
O: -2.351 -1.195 -1.164
H: -4.948 -0.080 -1.092
C: 2.051 -0.759 -0.198
N: -1.032 1.029 0.757
C: -4.558 4.100 -0.319
C: -5.043 1.968 0.690
C: -5.524 -0.649 -1.818
H: -4.911 5.040 -0.715
S: -1.456 -1.316 1.915
C: 6.742 0.102 0.637
H: -6.525 3.404 0.171
C: 2.987 -0.154 0.636
C: -2.756 2.602 0.207
C: -3.677 1.665 0.704
C: 0.331 0.610 0.736
C: 7.262 0.566 -0.737
N: -3.263 0.463 1.212
H: 3.282 1.278 2.214
C: -4.612 -1.600 -2.577
C: -2.517 -3.362 -0.108
C: 4.406 -0.612 0.541


ii:
This record from the Open Molecules 2025 dataset describes one molecule with the formula C24H25N3O6S. The level of theory is ωB97M-V/def2-TZVPD.

Calculated values
Kohn-Sham gap: 8.14 eV
SMILES: COc1ccc(N(CC(=O)N/N=C/c2ccc(OC)cc2OC)S(=O)(=O)c2ccccc2)cc1

Geometry (Å):
C: 0.989 0.164 -2.282
C: 1.218 -2.720 -0.341
S: -0.862 -2.335 -1.942
H: -0.563 -1.190 0.466
H: -0.953 -7.846 -3.015
C: -1.652 -6.297 -1.717
H: -3.176 4.177 3.995
H: -0.665 6.529 6.632
N: 0.299 -0.927 0.961
C: -2.176 2.548 2.992
C: -0.925 -4.093 -2.265
O: -1.348 5.165 5.340
N: 0.751 -2.155 -1.588
C: -0.945 -6.787 -2.803
H: -5.155 2.127 1.762
H: -4.849 2.638 3.441
H: -2.210 -6.971 -1.085
C: -0.941 1.881 2.832
H: 2.407 3.196 -4.743
H: 0.317 -6.314 -4.469
H: 0.466 -3.439 -0.007
C: -1.134 4.086 4.541
C: -1.644 -4.938 -1.444
H: 3.144 3.597 -3.165
H: 3.175 -2.385 -2.629
H: 0.129 4.941 6.782
C: -0.217 -4.569 -3.352
H: 0.008 0.373 -1.885
C: 3.322 3.142 -4.144
H: -2.189 -4.521 -0.611
C: -2.256 3.637 3.841
N: 0.271 0.125 1.806
C: 3.500 -0.386 -3.298
H: -4.446 3.729 2.085
C: 2.768 -1.389 -2.703
C: -0.229 -5.926 -3.623
O: 3.781 1.817 -4.021
H: 0.965 3.757 4.917
O: -3.227 2.060 2.282
C: 0.164 2.345 3.541
C: 1.431 -1.639 0.737
H: 1.284 2.157 -2.957
H: 0.540 6.024 5.422
C: 2.980 0.906 -3.406
H: -1.738 0.437 1.417
O: -1.663 -2.056 -0.772
H: 4.484 -0.578 -3.697
H: 4.118 3.682 -4.654
H: 0.322 -3.867 -3.969
C: -0.833 0.743 1.951
H: 2.169 -3.238 -0.491
C: -0.265 5.681 6.078
C: 0.084 3.431 4.387
H: 1.096 1.821 3.405
C: -4.482 2.685 2.411
C: 1.715 1.171 -2.895
O: -1.151 -1.618 -3.143
C: 1.504 -1.118 -2.188
O: 2.494 -1.466 1.281


Which of them is most stable, and which least? Most stable: i; least stable: ii.


i:
This record from the Open Molecules 2025 dataset describes a 2-piece molecular cluster, C7H12O2S overall. The level of theory is ωB97M-V/def2-TZVPD.

Calculated values
Kohn-Sham gap: 8.92 eV
SMILES: C=C/C(C)=C\O.C=C(O)S

Geometry (Å):
H: -1.843 -1.872 -0.716
C: -1.780 1.997 0.972
H: 3.401 -1.137 2.455
H: -0.179 1.074 -2.502
C: -1.668 -0.839 -0.272
S: 1.826 -1.500 -0.790
H: 2.856 -0.935 -1.317
C: 2.184 -1.012 0.786
O: -1.942 -1.064 1.095
C: -0.964 0.380 -2.325
H: -2.724 1.720 1.433
O: 1.226 -0.504 1.585
C: 3.358 -1.237 1.360
H: -2.073 -0.199 1.558
H: 4.359 -1.478 0.954
H: -0.320 2.256 -0.372
C: -1.151 1.621 -0.144
H: -1.281 2.865 1.493
H: -1.799 0.689 -2.836
H: 0.381 -0.485 1.131
C: -1.225 0.246 -0.878
H: -0.643 -0.585 -2.669


ii:
This record from the Open Molecules 2025 dataset describes C7H12O2S as an isolated structure. The level of theory is ωB97M-V/def2-TZVPD.

Calculated values
Kohn-Sham gap: 8.33 eV

Geometry (Å):
H: 1.254 -0.203 2.207
H: -1.886 -3.388 -0.908
C: -0.495 1.362 0.772
H: 0.893 2.028 3.445
H: -0.267 -0.149 -3.241
C: -0.105 0.455 -2.358
C: -1.052 -2.641 -1.227
C: -0.690 -1.505 -0.356
C: 0.715 0.854 0.189
H: -0.169 -3.202 -1.653
O: -1.587 1.259 0.239
H: 1.315 2.819 1.997
H: 0.726 1.285 -2.682
H: -0.207 -1.914 0.530
S: 0.596 -0.457 -0.971
H: 2.798 0.966 2.033
O: -0.437 2.006 1.973
H: -1.501 -0.992 -0.086
C: 0.963 1.921 2.403
H: -1.587 -2.267 -2.057
C: 1.721 0.756 1.936
H: -0.998 1.007 -2.183


Which of them is most stable, and which least? Most stable: i; least stable: ii.